(1)
10
Properties=species:S:1:pos:R:3:nbo_charge:R:1 method="wB97M-V/def2-TZVPD" e_lumo_ev=0.7 de_lowest_kj_mol=649.1 total_charge=0 homo_lumo_gap_ev=9.1
C 0.602 0.498 0.405 0.02
C 0.693 0.170 -0.797 0.09
C -1.935 -0.222 0.430 -0.10
O 2.475 0.166 -0.426 -0.85
N -1.259 0.770 0.037 -0.44
H 2.728 -0.763 -0.554 0.45
H 0.763 0.573 1.459 0.26
H 0.469 0.116 -1.840 0.26
H -1.509 -1.184 0.758 0.14
H -3.026 -0.124 0.528 0.17

(2)
10
Properties=species:S:1:pos:R:3:nbo_charge:R:1 method="wB97M-V/def2-TZVPD" e_lumo_ev=0.7 de_lowest_kj_mol=102.6 total_charge=0 homo_lumo_gap_ev=11.9 smiles=C[C@H](O)C#N
C 0.984 -0.699 0.217 -0.63
C -0.037 0.271 -0.397 0.00
O -0.060 1.503 0.229 -0.69
C -1.361 -0.203 -0.092 0.24
N -2.425 -0.465 0.200 -0.31
H 0.841 -0.831 1.293 0.23
H 0.882 -1.728 -0.194 0.23
H 1.973 -0.242 0.231 0.23
H 0.136 0.460 -1.504 0.20
H -0.933 1.934 0.019 0.49

(3)
10
Properties=species:S:1:pos:R:3:nbo_charge:R:1 method="wB97M-V/def2-TZVPD" e_lumo_ev=1.0 de_lowest_kj_mol=133.6 total_charge=0 homo_lumo_gap_ev=9.9
C -0.189 -0.511 1.775 0.76
C 0.176 -1.074 -0.079 -0.53
C -0.010 0.441 -0.205 -0.23
N -0.361 0.666 1.188 -0.64
O -0.221 -1.004 2.850 -0.56
H 1.162 -1.472 -0.229 0.21
H -0.638 -1.680 -0.437 0.21
H 0.913 0.966 -0.467 0.19
H -0.805 0.748 -0.890 0.19
H -0.591 1.550 1.632 0.40

(4)
10
Properties=species:S:1:pos:R:3:nbo_charge:R:1 method="wB97M-V/def2-TZVPD" e_lumo_ev=0.7 de_lowest_kj_mol=268.0 total_charge=0 homo_lumo_gap_ev=10.0 smiles="C=C=N.C=O"
C 2.155 -0.625 0.683 -0.67
C 1.256 0.263 1.048 0.43
N 0.263 0.926 1.270 -0.66
H 2.890 -1.025 1.480 0.26
H 2.217 -0.906 -0.392 0.26
H 0.227 1.963 1.279 0.40
C -1.843 -0.125 -0.809 0.29
O -2.950 -0.593 -0.697 -0.50
H -1.456 0.632 -1.605 0.08
H -1.029 -0.202 -0.092 0.13

(5)
10
Properties=species:S:1:pos:R:3:nbo_charge:R:1 method="wB97M-V/def2-TZVPD" e_lumo_ev=0.0 de_lowest_kj_mol=351.2 total_charge=0 homo_lumo_gap_ev=9.4 smiles="O=C1CNC1"
O -0.028 -1.665 0.768 -0.51
C 0.250 -0.592 0.119 0.53
C 0.541 0.778 0.698 -0.34
N -0.137 1.298 -0.633 -0.64
C -0.644 -0.020 -0.919 -0.34
H 0.004 1.073 1.759 0.24
H 1.623 1.100 0.858 0.22
H 0.500 1.842 -1.300 0.39
H -0.146 -0.341 -1.727 0.21
H -1.686 -0.434 -0.688 0.24

(6)
11
Properties=species:S:1:pos:R:3:nbo_charge:R:1 method="wB97M-V/def2-TZVPD" e_lumo_ev=0.3 de_lowest_kj_mol=359.1 total_charge=0 homo_lumo_gap_ev=10.8
N -1.423 -0.592 0.671 -0.84
C -0.252 -0.198 -0.058 -0.17
C 0.166 1.235 -0.230 -0.08
O 1.554 0.807 -0.071 -0.48
C 1.195 -0.478 0.223 0.77
O 1.875 -1.415 0.505 -0.53
H -1.226 -1.426 1.241 0.37
H -1.445 -0.893 -0.392 0.42
H -0.396 -0.628 -1.228 0.14
H -0.033 1.623 -1.229 0.19
H -0.137 1.935 0.550 0.20

(7)
11
Properties=species:S:1:pos:R:3:nbo_charge:R:1 method="wB97M-V/def2-TZVPD" e_lumo_ev=1.1 de_lowest_kj_mol=361.9 total_charge=0 homo_lumo_gap_ev=11.1 smiles="[H]/N=C/O[C@@H]1CO1"
H 2.613 0.632 0.955 0.35
N 1.620 0.818 1.041 -0.64
C 1.080 0.870 -0.088 0.40
O -0.250 1.269 -0.116 -0.51
C -1.077 0.224 -0.307 0.35
C -0.936 -1.136 0.151 -0.15
O -0.170 -0.899 -0.996 -0.54
H 1.505 0.721 -1.085 0.17
H -2.089 0.619 -0.512 0.19
H -0.487 -1.398 1.100 0.19
H -1.808 -1.720 -0.142 0.18

(8)
11
Properties=species:S:1:pos:R:3:nbo_charge:R:1 method="wB97M-V/def2-TZVPD" e_lumo_ev=0.8 de_lowest_kj_mol=271.6 total_charge=0 homo_lumo_gap_ev=9.9
C 1.311 1.130 0.904 -0.72
C -0.036 0.893 0.304 0.80
O -0.901 1.696 0.128 -0.51
O -0.127 -0.447 -0.073 -0.57
C -1.381 -0.817 -0.394 0.32
N -1.359 -1.999 -1.033 -0.84
H 1.410 0.532 1.815 0.24
H 2.091 0.810 0.207 0.24
H 1.408 2.189 1.131 0.24
H -1.974 -1.560 -1.735 0.43
H -0.444 -2.427 -1.254 0.37

Listing strongest force on any atom for the structures above in their given order: 0.125 0.050 0.075 0.044 0.174 0.103 0.037 0.041 hartree/bohr.